Molecular formula: C2H4ClFO2
Method: DFT, ωB97M-V with the def2-TZVPD basis set

XYZ file:
```
10
Properties=species:S:1:pos:R:3:forces:R:3:mulliken_charge:R:1
C 1.8976 -0.3831 -0.0042 1.9 -1.9 3.2 -0.028
C -1.4742 0.0916 0.6387 -0.9 -0.4 1.1 -0.216
O 1.1469 0.2026 -0.7638 -0.6 2.3 -5.6 -0.311
O -0.8317 1.3014 0.7696 -0.4 -0.6 -0.7 -0.484
F 2.7425 -1.1743 -0.6450 0.3 0.0 -0.6 -0.137
Cl -1.3728 -0.7469 -0.9992 -1.1 0.4 0.1 -0.224
H -2.5200 0.1836 0.9942 0.5 0.0 -0.9 0.331
H -1.0105 -0.6621 1.2511 0.3 -0.3 0.3 0.261
H 1.3529 0.1553 -1.8241 -0.6 -0.3 2.9 0.360
H 0.0693 1.0320 0.5827 0.6 0.8 0.2 0.447
```
Positions in Å, forces in eV/Å.

## Properties
electronic energy	-789.0411	a.u.
total charge	0
energy relative to the best compared isomer or geometry (same formula, charge and spin)	63.6	kcal per mole
gap between HOMO and LUMO	10.74	eV
HOMO	-10.42	eV

Molecular formula: C3H3N3O2
Method: DFT, ωB97M-V with the def2-TZVPD basis set

XYZ file:
```
11
Properties=species:S:1:pos:R:3:forces:R:3:mulliken_charge:R:1
N -1.1078 0.6361 1.5934 2.1 2.0 1.2 -0.567
C -0.3173 0.0559 0.5844 0.7 1.4 -2.5 0.570
C 0.0856 0.6162 -0.6265 -1.5 -1.9 0.5 -0.522
C 0.5800 -0.3094 -1.7338 0.0 0.1 3.1 0.495
O 0.7317 -0.0874 -2.8817 -0.1 0.2 -0.7 -0.482
O 0.9600 -1.5884 -1.2181 -0.1 1.6 -0.3 -0.174
N 0.8769 -1.8575 0.1743 1.2 -2.8 -2.2 -0.126
N 0.1900 -1.2025 0.8786 -1.3 1.8 3.0 -0.136
H -1.0308 1.7134 1.5880 -0.5 -2.2 -0.6 0.304
H -0.6425 0.4454 2.5250 -1.0 -0.4 -1.3 0.325
H -0.3258 1.5782 -0.8836 0.4 0.3 -0.3 0.313
```
Positions in Å, forces in eV/Å.

## Properties
electronic energy	-430.7730	a.u.
SMILES	Nc1cc(=O)onn1
total charge	0
energy relative to the best compared isomer or geometry (same formula, charge and spin)	92.8	kcal per mole
gap between HOMO and LUMO	9.27	eV
HOMO	-9.96	eV

Molecular formula: C16H13AsF5O2PtS2Se
Method: DFT, ωB97M-V with the def2-TZVPD basis set

XYZ file:
```
41
Properties=species:S:1:pos:R:3:forces:R:3:mulliken_charge:R:1
Pt -0.4966 -0.1021 0.0309 1.2 0.2 -0.1 1.555
O 3.5465 -1.2039 -0.4112 -0.4 0.0 0.0 -0.674
C 2.4726 -1.0108 0.1291 0.5 0.0 0.6 0.744
O 1.3995 -0.8670 -0.6023 -0.9 0.6 -0.3 -0.918
C 2.4270 -0.9367 1.6462 -0.4 0.0 -0.1 0.180
C 3.6746 -0.9771 2.2514 0.2 0.0 0.3 -0.654
C 3.8238 -0.9964 3.6312 0.1 0.0 -0.1 -0.648
C 2.7086 -1.0064 4.4542 0.0 0.0 -0.1 -0.566
C 1.4499 -0.9718 3.8889 0.0 0.0 -0.3 -0.908
C 1.2940 -0.9049 2.4910 0.6 0.1 0.1 0.993
S -0.3821 -0.7732 2.0820 -0.7 -0.3 -0.1 -0.196
H 4.5395 -1.0201 1.6060 0.0 0.0 0.0 0.509
H 4.8145 -1.0234 4.0609 0.0 0.0 0.0 0.410
H 2.8158 -1.0432 5.5284 0.0 0.0 0.0 0.402
H 0.5713 -0.9752 4.5195 -0.1 0.0 0.0 0.425
C 0.7437 0.6417 -3.3825 -0.1 0.0 0.1 -0.948
As 1.4348 1.9273 -2.1314 0.2 0.1 -0.3 0.672
C 3.3071 1.5919 -1.8868 -0.1 0.2 0.1 -0.971
C 1.2909 3.6698 -2.9369 0.0 0.0 0.0 -1.021
S 0.1956 2.1120 -0.3565 0.0 -0.6 -0.1 -0.521
H 1.1665 0.8742 -4.3606 0.0 0.0 0.0 0.437
H -0.3430 0.7235 -3.4180 0.1 0.0 0.0 0.335
H 1.0393 -0.3578 -3.0713 0.0 0.0 0.1 0.295
H 3.7669 1.7550 -2.8626 0.0 0.0 0.0 0.436
H 3.4759 0.5720 -1.5502 0.0 0.0 0.0 0.295
H 3.7088 2.3072 -1.1686 0.0 0.0 0.0 0.363
H 1.8203 3.6580 -3.8897 0.0 0.0 0.0 0.395
H 1.7403 4.4080 -2.2736 0.0 0.0 0.0 0.386
H 0.2416 3.9119 -3.0934 0.0 0.0 0.0 0.371
F -7.4548 -0.5881 0.7948 0.0 0.0 0.0 -0.264
C -6.2106 -0.8636 0.4574 0.2 -0.1 -0.1 0.648
C -5.7505 -2.1748 0.4991 0.2 0.1 -0.1 0.199
F -6.5624 -3.1492 0.8759 0.0 0.0 0.0 -0.260
C -4.4353 -2.4480 0.1497 -0.3 -0.1 0.1 0.436
F -4.0192 -3.7092 0.1999 0.0 0.1 0.0 -0.279
C -3.5642 -1.4420 -0.2526 0.1 -0.2 0.1 -0.472
Se -1.8082 -1.9003 -0.8034 -0.2 0.0 0.1 -0.168
C -4.0513 -0.1435 -0.2853 -0.2 0.2 0.0 0.638
F -3.2460 0.8622 -0.6538 -0.1 0.1 0.0 -0.287
C -5.3553 0.1609 0.0643 0.1 -0.2 0.0 -0.096
F -5.7895 1.4125 0.0297 0.0 0.0 0.0 -0.275
```
Positions in Å, forces in eV/Å.

## Properties
electronic energy	-6819.8921	a.u.
total charge	+1
energy relative to the best compared isomer or geometry (same formula, charge and spin)	23.3	kcal per mole
gap between HOMO and LUMO (spin up / spin down)	5.22 / 5.22	eV
HOMO (spin up / spin down)	-11.58 / -11.58	eV

Molecular formula: C7H10
Method: DFT, ωB97M-V with the def2-TZVPD basis set

XYZ file:
```
17
Properties=species:S:1:pos:R:3:forces:R:3:mulliken_charge:R:1
C -3.0472 0.9145 -0.0152 -0.1 -0.6 -0.7 -0.777
C -1.8835 0.2577 0.1717 -0.4 0.4 -0.2 -0.311
C -0.5880 0.7450 0.5976 1.2 -0.4 -2.6 -0.267
C 0.5444 0.0149 0.3366 -0.3 0.3 0.2 1.161
C 1.8177 0.4207 1.0478 -0.9 0.8 -0.8 -1.578
C 0.5989 -0.9593 -0.7484 0.5 -1.4 0.5 -0.348
C 1.7197 -1.5893 -1.1535 -0.7 1.1 -0.2 -0.914
H -3.2019 1.8602 -0.5278 0.5 0.7 1.2 0.254
H -3.9683 0.3575 0.0814 -0.1 -0.4 -0.6 0.249
H -1.8827 -0.8154 -0.0116 -0.5 -0.1 1.1 0.304
H -0.3676 1.8036 0.6841 -0.6 0.1 1.4 0.309
H 2.4319 -0.4187 1.3725 0.0 0.2 0.0 0.437
H 2.3437 1.1095 0.3790 0.5 -0.3 0.1 0.364
H 1.4531 1.0326 1.8692 0.5 -0.2 0.4 0.388
H -0.3013 -1.2352 -1.2900 -0.1 0.4 0.2 0.190
H 2.6812 -1.3285 -0.7261 0.0 -0.4 -0.1 0.260
H 1.6497 -2.1698 -2.0674 0.3 -0.2 0.2 0.280
```
Positions in Å, forces in eV/Å.

## Properties
electronic energy	-272.6076	a.u.
SMILES	C=C/C=C(/C)C=C
total charge	0
energy relative to the best compared isomer or geometry (same formula, charge and spin)	69.3	kcal per mole
gap between HOMO and LUMO	7.67	eV
HOMO	-7.74	eV

Molecular formula: C2H6N2O
Method: DFT, ωB97M-V with the def2-TZVPD basis set

XYZ file:
```
11
Properties=species:S:1:pos:R:3:forces:R:3:mulliken_charge:R:1
H -1.4922 1.3110 -0.3735 -0.4 0.2 0.1 0.190
N -0.6470 1.0194 0.0809 0.8 -0.4 0.0 -0.578
C -0.4258 1.5901 1.1938 -1.2 0.7 -0.1 0.047
N 0.7159 1.3872 1.8731 0.9 -0.5 0.0 -0.387
H -1.1344 2.2938 1.6345 0.1 0.0 0.2 0.322
H 0.9979 1.6984 2.7888 -0.6 0.2 -0.3 0.190
H 1.3627 0.8393 1.3393 0.4 -0.2 0.2 0.239
C 0.1472 -2.1337 -1.1453 0.6 -0.5 1.0 0.007
O 0.1200 -1.9386 -2.3233 -0.2 0.1 -0.2 -0.398
H 0.6273 -3.0386 -0.6879 -0.1 0.0 -0.5 0.208
H -0.2174 -1.4498 -0.3648 -0.3 0.4 -0.4 0.161
```
Positions in Å, forces in eV/Å.

## Properties
electronic energy	-264.5142	a.u.
SMILES	[H]/N=C/N.C=O
total charge	0
energy relative to the best compared isomer or geometry (same formula, charge and spin)	45.9	kcal per mole
gap between HOMO and LUMO	10.28	eV
HOMO	-9.39	eV

Molecular formula: C31H34F7N8O2S3
Method: DFT, ωB97M-V with the def2-TZVPD basis set

XYZ file:
```
85
Properties=species:S:1:pos:R:3:forces:R:3:mulliken_charge:R:1
N -1.0919 6.0958 -2.8377 0.2 -0.2 0.1 -0.627
C -1.5683 4.8763 -2.1975 0.0 0.6 0.1 -0.607
N -0.6039 3.7840 -2.3475 -0.1 -0.2 0.4 0.333
C -0.6133 2.8647 -3.2997 -0.2 0.2 -0.1 -0.379
N 0.4584 2.0852 -3.1679 0.1 -0.2 0.1 0.302
C 0.8116 0.9650 -4.0571 0.0 -0.2 -0.2 -0.734
C 1.4649 -0.2078 -3.3294 0.0 -0.3 -0.1 -0.034
C 0.6719 -1.5093 -3.4641 0.2 0.2 -0.3 -1.261
S 1.4141 -2.7913 -2.4708 0.0 -0.3 0.0 -0.092
C 0.7245 -2.4995 -0.9000 -0.1 0.2 -0.1 0.026
S -0.4582 -1.4070 -0.5907 0.1 -0.8 -0.1 -0.052
N 1.3683 -3.3180 0.0297 -0.2 0.5 0.5 0.487
C 0.5579 -3.7774 1.1266 0.1 -0.1 0.0 0.332
C 0.9218 -3.5785 2.4470 0.2 0.1 0.1 -0.084
C 0.1102 -4.0614 3.4625 -0.1 0.0 0.0 -0.661
C -1.0554 -4.7482 3.1731 0.1 0.1 0.1 -0.620
C -1.4092 -4.9563 1.8471 -0.1 0.0 0.2 -0.306
C -0.6036 -4.4771 0.8339 -0.2 -0.1 -0.1 -0.366
C 2.6835 -2.8078 0.3756 0.5 -0.7 -0.4 -0.969
C 2.8520 -1.5052 0.7988 -0.2 0.3 0.1 0.179
C 4.1105 -1.0586 1.1543 0.4 0.0 -0.1 -0.718
C 5.2041 -1.9072 1.0635 -0.1 0.2 -0.1 -0.557
C 5.0303 -3.2115 0.6303 0.3 0.2 0.1 -0.610
C 3.7765 -3.6639 0.2805 -0.4 0.0 0.0 -0.229
C 1.1761 2.4996 -2.0838 0.0 0.0 -0.1 -0.085
C 0.5054 3.5518 -1.5550 0.0 0.0 0.1 -1.123
S 1.0637 4.3990 -0.1335 0.9 0.6 0.2 1.416
O 0.7308 5.7835 -0.2163 -0.6 -0.1 0.0 -0.642
O 2.4235 3.9930 0.0032 -0.1 -0.3 0.0 -0.672
C 0.2230 3.7159 1.4185 0.0 -0.2 0.1 0.573
F -0.8086 4.4878 1.7679 -0.1 0.0 -0.3 -0.242
F 1.1823 3.8687 2.3308 0.0 0.0 0.1 -0.266
C -0.1875 2.2072 1.4480 0.0 0.0 -0.3 0.588
F -0.4355 1.9026 2.7219 0.0 0.1 0.1 -0.283
F 0.8696 1.4941 1.0235 0.0 0.0 0.0 -0.129
C -1.4568 1.7977 0.6007 0.0 0.0 0.3 0.462
F -1.1131 1.0954 -0.4726 0.0 0.7 -0.1 -0.052
F -2.1172 2.8875 0.1841 0.0 0.3 -0.2 -0.275
F -2.2770 1.0801 1.3349 -0.1 -0.1 0.1 -0.259
H -1.0813 6.8408 -2.1511 -0.1 0.1 0.0 0.322
H -0.1181 6.0006 -3.1006 0.0 0.0 -0.2 0.290
H -1.7061 5.0397 -1.1350 -0.1 -0.1 0.2 0.297
H -2.5230 4.5531 -2.6050 0.1 -0.2 -0.2 0.459
H -1.3793 2.7893 -4.0656 0.1 -0.1 0.0 0.741
H 1.4690 1.3541 -4.8304 0.0 0.1 0.0 0.232
H -0.1081 0.6382 -4.5374 -0.1 0.1 0.0 0.565
H 2.4455 -0.3930 -3.7611 0.2 0.1 0.1 0.330
H 1.6014 -0.0189 -2.2658 0.0 0.1 0.0 -0.038
H 0.7367 -1.8827 -4.4867 -0.1 0.0 -0.1 0.498
H -0.3736 -1.3798 -3.2018 -0.1 -0.1 0.1 0.604
H 1.8304 -3.0575 2.7088 0.1 0.1 -0.1 0.057
H 0.3917 -3.8802 4.4905 0.0 0.0 0.1 0.463
H -1.6702 -5.1062 3.9855 -0.1 -0.1 0.0 0.441
H -2.3117 -5.5011 1.6069 0.2 0.0 0.0 0.354
H -0.8999 -4.6517 -0.1913 0.1 0.0 -0.1 0.465
H 1.9996 -0.8431 0.8731 -0.1 0.0 0.0 0.543
H 4.2559 -0.0451 1.4996 -0.1 0.1 0.0 0.462
H 6.1852 -1.5465 1.3340 0.1 0.0 0.1 0.420
H 5.8865 -3.8671 0.5737 0.0 -0.1 -0.1 0.428
H 3.6256 -4.6755 -0.0674 -0.1 -0.1 0.0 0.508
H 2.0974 2.0516 -1.7602 0.0 -0.1 0.0 0.844
C 3.4594 -4.3989 5.8979 0.0 0.0 0.0 -0.903
C 3.8527 -3.5176 4.8077 0.0 0.0 0.0 0.391
N 4.1687 -2.8252 3.9490 -0.1 0.0 0.1 -0.293
H 4.2613 -5.1029 6.1103 0.0 0.0 0.0 0.312
H 3.2539 -3.8130 6.7914 0.0 0.0 0.0 0.287
H 2.5653 -4.9534 5.6184 0.0 0.0 0.0 0.242
C -3.0087 4.8097 4.1612 0.0 0.0 0.0 -0.418
C -3.8633 5.5757 5.0572 0.0 0.0 0.0 0.032
N -4.5382 6.1777 5.7615 0.0 0.0 0.0 -0.320
H -2.3031 4.2164 4.7401 0.0 0.0 0.0 0.280
H -3.6175 4.1442 3.5512 0.0 0.0 0.0 0.253
H -2.4567 5.4866 3.5127 0.0 0.0 0.0 0.177
C -6.2405 -5.8551 1.4041 0.0 0.0 0.0 -0.771
C -4.9299 -6.4746 1.2725 0.0 -0.1 0.0 0.351
N -3.8996 -6.9689 1.1712 -0.1 -0.1 0.0 -0.443
H -6.9261 -6.5443 1.8928 0.0 0.0 0.0 0.286
H -6.1620 -4.9480 2.0001 0.0 0.0 0.0 0.268
H -6.6302 -5.6036 0.4199 0.0 0.0 0.0 0.263
C -1.8541 4.3277 -7.7054 0.0 0.0 -0.1 -0.850
C -2.2019 3.4670 -6.5858 -0.2 0.0 0.0 0.463
N -2.5135 2.7947 -5.7088 0.2 0.0 0.0 -0.528
H -1.0507 5.0032 -7.4177 0.0 0.0 0.0 0.272
H -1.5306 3.7213 -8.5489 0.0 0.0 0.0 0.303
H -2.7237 4.9128 -7.9979 0.0 0.0 0.0 0.299
```
Positions in Å, forces in eV/Å.

## Properties
electronic energy	-3683.5296	a.u.
total charge	+1
gap between HOMO and LUMO	6.84	eV
HOMO	-10.10	eV

Molecular formula: C31H43N6ORuSSi
Method: DFT, ωB97M-V with the def2-TZVPD basis set

XYZ file:
```
84
Properties=species:S:1:pos:R:3:forces:R:3:mulliken_charge:R:1
Ru 1.2622 0.1126 2.4538 -0.1 0.0 0.0 -0.333
C -1.2896 -0.6986 1.5343 0.0 0.0 0.0 -0.144
C -0.4522 -1.9308 1.2476 0.0 0.0 0.0 -0.613
N 0.7749 -1.9577 2.1100 0.0 0.0 0.0 0.013
C 1.9294 -2.5512 1.3819 0.0 0.0 0.0 -1.015
C 2.5812 -1.5229 0.4800 0.0 0.0 0.0 0.627
C 3.4232 -1.8161 -0.5715 0.0 0.0 0.0 -0.915
C 4.0451 -0.7603 -1.2321 0.0 0.0 0.0 -0.603
C 3.7907 0.5484 -0.8573 0.0 0.0 0.0 -0.616
C 2.9120 0.7790 0.1893 0.0 0.0 0.0 0.616
C 2.5548 2.1582 0.6904 0.0 0.0 0.0 -0.961
N 1.6001 2.1649 1.8521 0.0 0.0 0.0 -0.142
C 0.2604 2.7709 1.5116 0.0 0.0 0.0 -0.537
C -0.8897 1.7830 1.7064 0.0 0.0 0.0 -0.522
N -0.3867 0.4506 1.3428 0.0 -0.1 0.1 2.001
N 2.3559 -0.2472 0.8310 0.0 0.0 0.0 0.574
H -1.6494 -0.6916 2.5636 0.0 0.0 0.0 0.449
H -2.1445 -0.6525 0.8553 0.0 0.0 0.0 -0.258
H -0.1140 -1.8893 0.2083 0.0 0.0 0.0 0.071
H -1.0305 -2.8477 1.3695 0.0 0.0 0.0 0.528
H 0.5858 -2.5285 2.9271 0.0 0.0 0.0 0.304
H 1.6339 -3.4337 0.8090 0.0 0.0 0.0 0.420
H 2.6608 -2.8748 2.1260 0.0 0.0 0.0 0.411
H 3.6075 -2.8416 -0.8608 0.0 0.0 0.0 0.551
H 4.7290 -0.9638 -2.0456 0.0 0.0 0.0 0.448
H 4.2639 1.3760 -1.3683 0.0 0.0 0.0 0.522
H 2.1207 2.7072 -0.1456 0.0 0.0 0.0 0.089
H 3.4700 2.6771 0.9807 0.0 0.0 0.0 0.648
H 2.0144 2.7422 2.5731 0.0 0.0 0.0 0.328
H 0.2860 3.0868 0.4705 0.0 0.0 0.0 -0.002
H 0.0983 3.6526 2.1294 0.0 0.0 0.0 0.554
H -1.7306 2.0651 1.0679 0.0 0.0 0.0 0.156
H -1.2422 1.7667 2.7363 0.0 0.0 0.0 0.487
H -0.1262 0.5202 0.3347 0.0 0.0 -0.1 -0.703
C -1.4157 -0.8644 7.0016 0.0 0.0 0.0 -0.823
N 0.0304 -0.9611 6.8363 0.0 0.0 0.1 0.173
C 0.9007 -1.5913 7.7118 0.0 0.0 0.0 -0.097
C 2.1462 -1.4357 7.2243 0.0 0.0 0.0 -0.607
N 2.0149 -0.7083 6.0547 0.0 0.0 0.0 0.029
C 0.7190 -0.4165 5.8215 0.0 0.1 -0.1 0.052
S 0.0570 0.5264 4.5518 0.0 0.0 0.1 -0.376
H -1.6765 -1.2786 7.9707 0.0 0.0 0.0 0.316
H -1.9204 -1.4234 6.2163 0.0 0.0 0.0 0.304
H -1.7221 0.1774 6.9558 0.0 0.0 0.0 0.341
H 0.5527 -2.0852 8.6011 0.0 0.0 0.0 0.418
H 3.0973 -1.7632 7.6019 0.0 0.0 0.0 0.429
H 2.7679 -0.3386 5.5010 0.0 0.0 0.0 0.180
C -2.0651 1.8982 -4.6535 0.0 0.0 0.0 -1.398
C -0.9121 2.2891 -3.7830 0.0 0.0 0.0 1.401
C 0.4461 2.2835 -4.4174 0.0 0.0 0.0 -1.324
C -1.1555 3.4123 -2.8217 0.0 0.0 0.0 -1.405
Si -0.6829 0.4138 -2.3449 0.0 0.0 0.0 -2.137
O 0.2834 0.9929 -1.2633 0.0 0.0 0.0 0.154
C -0.0198 -0.7683 -3.6004 0.0 0.0 0.0 0.751
C -0.8018 -1.4238 -4.5565 0.0 0.0 0.0 -0.441
C -0.2193 -2.2763 -5.4819 0.0 0.0 0.0 -0.815
C 1.1539 -2.4836 -5.4663 0.0 0.0 0.0 -0.665
C 1.9453 -1.8382 -4.5253 0.0 0.0 0.0 -0.572
C 1.3614 -0.9843 -3.6025 0.0 0.0 0.0 0.007
C -2.4124 0.0221 -1.7827 0.0 0.0 0.0 1.543
C -3.1976 0.9564 -1.0965 0.0 0.0 0.0 -0.237
C -4.4147 0.6000 -0.5376 0.0 0.0 0.0 -0.833
C -4.8664 -0.7107 -0.6411 0.0 0.0 0.0 -0.622
C -4.0998 -1.6557 -1.3063 0.0 0.0 0.0 -0.937
C -2.8857 -1.2910 -1.8761 0.0 0.0 0.0 -0.239
H -2.2345 2.7193 -5.3649 0.0 0.0 0.0 0.487
H -2.9902 1.7646 -4.0930 0.0 0.0 0.0 0.286
H -1.8566 1.0079 -5.2449 0.0 0.0 0.0 0.343
H 0.5381 3.2065 -5.0059 0.0 0.0 0.0 0.528
H 0.5902 1.4427 -5.0924 0.0 0.0 0.0 0.359
H 1.2436 2.2961 -3.6728 0.0 0.0 0.0 0.076
H -1.1723 4.3446 -3.4024 0.0 0.0 0.0 0.532
H -0.3588 3.4942 -2.0838 0.0 0.0 0.0 0.132
H -2.1209 3.3407 -2.3257 0.0 0.0 0.0 0.331
H -1.8746 -1.2702 -4.5873 0.0 0.0 0.0 0.462
H -0.8339 -2.7764 -6.2184 0.0 0.0 0.0 0.437
H 1.6070 -3.1453 -6.1926 0.0 0.0 0.0 0.395
H 3.0166 -1.9955 -4.5234 0.0 0.0 0.0 0.487
H 1.9728 -0.4629 -2.8764 0.0 0.0 0.0 0.256
H -2.8553 1.9778 -0.9933 0.0 0.0 0.0 0.075
H -5.0153 1.3406 -0.0255 0.0 0.0 0.0 0.470
H -5.8181 -0.9907 -0.2092 0.0 0.0 0.0 0.434
H -4.4507 -2.6759 -1.3922 0.0 0.0 0.0 0.492
H -2.3004 -2.0448 -2.3895 0.0 0.0 0.0 0.412
```
Positions in Å, forces in eV/Å.

## Properties
multiplicity	2
electronic energy	-2393.0255	a.u.
total charge	+2
gap between HOMO and LUMO (spin up / spin down)	7.40 / 6.24	eV
HOMO (spin up / spin down)	-12.67 / -12.67	eV

Molecular formula: C2H8NO2
Method: DFT, ωB97M-V with the def2-TZVPD basis set

XYZ file:
```
13
Properties=species:S:1:pos:R:3:forces:R:3:mulliken_charge:R:1
C -0.2974 0.6545 -0.9258 1.0 0.6 -0.9 -0.403
O -0.9150 -0.5679 -1.2478 1.2 1.2 1.9 -0.679
C 0.1679 1.1208 0.5123 0.1 -0.8 0.7 -0.508
N 1.1748 0.1946 1.2431 0.6 -1.3 -1.7 -0.732
H -0.9408 1.4469 -1.2974 -0.3 0.6 0.0 0.271
H 0.6396 0.8058 -1.5214 -0.1 -0.3 0.0 0.195
H -0.7868 1.4161 1.1222 1.9 -1.1 -0.4 0.252
H 0.7847 2.0540 0.4895 -0.8 -0.4 -0.7 0.313
H 1.9815 -0.2231 0.5601 -2.7 1.9 1.5 0.242
H 0.7126 -0.7013 1.4609 -0.2 0.5 -0.1 0.341
H -0.7929 -2.6519 -0.5109 -0.4 -0.3 1.8 0.230
H -0.7674 -1.2279 -0.3042 -1.1 -0.4 -0.3 0.444
O -0.9608 -2.3204 0.4192 1.0 -0.1 -1.7 -0.966
```
Positions in Å, forces in eV/Å.

## Properties
electronic energy	-286.1933	a.u.
total charge	-1
energy relative to the best compared isomer or geometry (same formula, charge and spin)	33.9	kcal per mole
gap between HOMO and LUMO	8.05	eV
HOMO	-3.68	eV